No. 1
This record from OMol25 describes a 10-piece molecular cluster, C30H80O10 overall. The level of theory is the ωB97M-V functional and the def2-TZVPD basis.

max |F|: 2.86 eV/Å
⟨S²⟩: 0.754
energy above the lowest of the compared OMol25 structures with the same formula, charge and spin: 2.280 eV
orbital gap (spin up / spin down): 8.553 / 2.208 eV
LUMO energy (spin up / spin down): -2.6 / -9.0 eV
2S+1: 2
E_HOMO (spin up / spin down): -0.4106 / -0.4106 Eh
total charge: +1

Last column: Löwdin spin population.
Cartesian coordinates (Å):
C1 -8.5213 5.2439 -5.4268  0.00
C2 -7.4479 4.4051 -6.1598  0.00
C3 -7.9261 3.8915 -7.5142  0.00
O1 -6.2534 5.1897 -6.3009  0.00
H1 -8.0229 6.1626 -5.1176  0.00
H2 -8.8646 4.7396 -4.5235  0.00
H3 -9.3957 5.4976 -6.0261  0.00
H4 -7.1269 3.6354 -5.4579  0.00
H5 -8.6203 3.0516 -7.4877  0.00
H6 -7.0769 3.5582 -8.1108  0.00
H7 -8.3416 4.7399 -8.0579  0.00
H8 -5.5144 4.5869 -6.4101  0.00
C4 -5.7836 4.3453 3.3221  0.00
C5 -5.8796 5.0945 4.6840  0.00
C6 -7.2941 5.3578 5.2735  0.00
O2 -5.3798 4.1744 5.5906  0.00
H9 -4.7473 4.0995 3.0904  0.00
H10 -6.1730 4.9556 2.5072  0.00
H11 -6.2989 3.3882 3.4021  0.00
H12 -5.3392 6.0327 4.5582  0.00
H13 -7.2866 5.6362 6.3273  0.00
H14 -7.9711 4.5083 5.1836  0.00
H15 -7.8063 6.1490 4.7261  0.00
H16 -5.5359 4.4095 6.5082  0.00
C7 -1.6124 9.2174 -4.8682  0.00
C8 -0.9699 10.5019 -4.3839  0.00
C9 -0.3496 11.2790 -5.5469  0.00
O3 -1.9052 11.2265 -3.6970  0.00
H17 -0.8509 8.6022 -5.3475  0.00
H18 -2.3613 9.5019 -5.6073  0.00
H19 -2.0517 8.6425 -4.0529  0.00
H20 -0.2521 10.3315 -3.5815  0.00
H21 0.4651 10.6424 -5.8921  0.00
H22 0.1135 12.1097 -5.0144  0.00
H23 -1.1529 11.5262 -6.2409  0.00
H24 -1.6878 12.1513 -3.8356  0.00
C10 -3.0455 2.5062 -2.3102  0.00
C11 -1.8262 2.6588 -1.3061  0.00
C12 -2.1915 3.2550 0.0625  0.00
O4 -1.2979 1.3748 -1.1234  0.00
H25 -2.7726 2.0942 -3.2817  0.00
H26 -3.5783 3.4562 -2.3508  0.00
H27 -3.7537 1.8315 -1.8292  0.00
H28 -1.0815 3.2387 -1.8514  0.00
H29 -2.2225 4.3382 -0.0554  0.00
H30 -1.3056 3.0714 0.6705  0.00
H31 -3.0389 2.8108 0.5848  0.00
H32 -0.4597 1.4633 -0.6639  0.00
C13 -3.3822 11.7522 -0.8707  0.00
C14 -3.9580 10.4010 -1.3741  0.00
C15 -5.1584 9.8875 -0.5602  0.00
O5 -4.3872 10.7765 -2.6895  0.00
H33 -2.7233 11.5215 -0.0337  0.00
H34 -4.0726 12.5796 -0.7068  0.00
H35 -2.7768 12.2339 -1.6386  0.00
H36 -3.1622 9.6561 -1.3677  0.00
H37 -5.8852 10.6944 -0.6538  0.00
H38 -4.8534 9.8587 0.4858  0.00
H39 -5.6865 8.9826 -0.8611  0.00
H40 -3.5740 11.0400 -3.1262  0.00
C16 -7.4279 9.7180 -8.3385  0.02
C17 -6.7848 8.4833 -7.7744  0.16
C18 -6.0260 8.6334 -6.4254  0.08
O6 -7.7009 7.4083 -7.8385  0.60
H41 -7.7987 9.5640 -9.3519  0.00
H42 -6.7198 10.5245 -8.5293  0.00
H43 -8.1784 10.0491 -7.6207  0.01
H44 -6.0811 8.1343 -8.5302  0.10
H45 -5.7691 7.6763 -5.9714  0.00
H46 -6.6757 9.1402 -5.7118  0.01
H47 -5.1617 9.2904 -6.5226  0.00
H48 -7.1615 6.6867 -7.5070  0.01
C19 -8.7378 9.9654 -3.3193  0.00
C20 -7.8243 11.1654 -3.6256  0.00
C21 -8.5562 12.3821 -4.3764  0.00
O7 -7.1762 11.7456 -2.5051  0.00
H49 -8.1454 9.0622 -3.1733  0.00
H50 -9.3599 9.7861 -4.1962  0.00
H51 -9.3305 10.1088 -2.4158  0.00
H52 -7.1234 10.8529 -4.3996  0.00
H53 -8.9514 12.1782 -5.3715  0.00
H54 -7.8564 13.2155 -4.4376  0.00
H55 -9.3795 12.5822 -3.6906  0.00
H56 -6.3087 11.3344 -2.5038  0.00
C22 -5.3227 5.8604 -0.5305  0.00
C23 -5.7739 6.3607 -1.8788  0.00
C24 -4.6804 6.7705 -2.9264  0.00
O8 -6.3777 5.2853 -2.4932  0.00
H57 -4.7522 6.6306 -0.0114  0.00
H58 -4.5866 5.0794 -0.7210  0.00
H59 -6.1753 5.5614 0.0792  0.00
H60 -6.6065 7.0560 -1.7724  0.00
H61 -5.1544 7.3470 -3.7208  0.00
H62 -4.2124 5.9004 -3.3867  0.00
H63 -4.0448 7.4931 -2.4144  0.00
H64 -6.3550 5.5829 -3.4056  0.00
C25 -3.2824 3.7648 -5.7589  0.00
C26 -3.4612 3.2986 -7.1902  0.00
C27 -2.6965 1.9208 -7.5007  0.00
O9 -4.8318 3.2555 -7.5386  0.00
H65 -3.7421 3.0110 -5.1196  0.00
H66 -3.5754 4.8000 -5.5844  0.00
H67 -2.2107 3.7292 -5.5634  0.00
H68 -2.8652 4.0130 -7.7581  0.00
H69 -2.2783 1.8551 -8.5051  0.00
H70 -3.3359 1.0384 -7.5271  0.00
H71 -1.8448 1.7538 -6.8412  0.00
H72 -5.0165 2.6352 -8.2476  0.00
C28 -1.9724 5.6924 2.5227  0.00
C29 -1.3038 6.7719 3.2866  0.00
C30 -0.8268 7.8783 2.3376  0.00
O10 -2.2181 7.2420 4.1685  0.00
H73 -2.9355 5.9517 2.0831  0.00
H74 -2.2309 4.8807 3.2027  0.00
H75 -1.4021 5.3419 1.6625  0.00
H76 -0.4546 6.3592 3.8314  0.00
H77 -0.0163 7.5282 1.6984  0.00
H78 -0.5376 8.7048 2.9868  0.00
H79 -1.6553 8.2302 1.7228  0.00
H80 -2.9263 7.5665 3.6075  0.00

No. 2
This record from OMol25 describes a 6-piece molecular cluster, C15H39FN7O7PS2 overall. The level of theory is the ωB97M-V functional and the def2-TZVPD basis.

structure (SMILES): NN([PH2]=S)S(=O)(=O)F.CNC(C)=O.CNC(C)=O.CNC(C)=O.CNC(C)=O.CNC(C)=O
max |F|: 9.31 eV/Å
orbital gap: 7.442 eV
LUMO energy: -1.4 eV
E_HOMO: -0.3236 Eh
total charge: 0

Last column: Löwdin charge in e.
Cartesian coordinates (Å):
N1 3.1570 2.2520 -2.1567  -0.05
N2 2.1897 1.6208 -2.9222  -0.51
P1 2.3062 -0.1571 -2.8715  0.37
S1 2.2039 -0.7643 -4.7580  0.17
S2 0.5743 2.1982 -2.5950  0.84
O1 0.6733 3.7547 -2.4691  -0.35
O2 -0.2998 1.8893 -3.8717  -0.33
F1 -0.1149 1.6057 -1.1396  -0.27
H1 3.9199 2.5043 -2.8549  0.14
H2 3.5651 1.5959 -1.4330  0.09
H3 1.2313 -0.8056 -2.1415  -0.03
H4 3.5626 -0.6578 -2.3179  0.02
C1 1.4395 -3.7562 -6.7313  -0.04
C2 1.7906 -4.6255 -5.5566  -0.55
O3 2.8171 -4.4593 -4.9032  0.01
N3 0.9275 -5.6265 -5.2215  0.00
C3 -0.3183 -5.9797 -5.8589  -0.08
H5 2.2197 -3.0044 -6.8770  0.06
H6 1.3707 -4.3638 -7.6376  0.08
H7 0.4932 -3.2413 -6.5446  0.08
H8 1.2304 -6.1690 -4.4211  0.13
H9 -1.1142 -5.9016 -5.1143  0.08
H10 -0.2435 -7.0154 -6.1988  0.08
H11 -0.5496 -5.3345 -6.7072  0.08
C4 -0.1611 -5.2392 -1.5351  0.00
C5 0.2468 -3.7940 -1.4747  -0.53
O4 1.1206 -3.3297 -2.2022  0.00
N4 -0.3864 -2.9880 -0.5754  0.00
C6 -1.4289 -3.3410 0.3581  -0.07
H12 0.4293 -5.7551 -2.2970  0.07
H13 0.0232 -5.7195 -0.5704  0.09
H14 -1.2179 -5.3176 -1.8044  0.09
H15 -0.0589 -2.0294 -0.5925  0.12
H16 -2.3020 -2.7207 0.1418  0.08
H17 -1.0706 -3.1195 1.3663  0.09
H18 -1.7062 -4.3939 0.2941  0.08
C7 -3.2958 6.6778 0.6117  -0.02
C8 -1.9923 7.4202 0.5195  -0.56
O5 -1.7222 8.3628 1.2591  0.01
N5 -1.0931 7.0184 -0.4235  0.00
C9 -1.2227 5.9435 -1.3777  -0.08
H19 -3.9085 7.1105 1.4071  0.09
H20 -3.8418 6.7642 -0.3316  0.09
H21 -3.1105 5.6270 0.8502  0.07
H22 -0.2398 7.5648 -0.4258  0.14
H23 -0.4050 5.2389 -1.2079  0.05
H24 -1.1306 6.3672 -2.3806  0.09
H25 -2.1763 5.4215 -1.2900  0.08
C10 -0.0780 2.2098 2.0181  -0.02
C11 -0.9140 1.9792 3.2456  -0.54
O6 -1.0450 0.8665 3.7487  0.01
N6 -1.5397 3.0543 3.8042  0.01
C12 -1.5103 4.4291 3.3663  -0.07
H26 0.3569 1.2627 1.6877  0.08
H27 -0.7011 2.6048 1.2113  0.07
H28 0.7358 2.9035 2.2460  0.09
H29 -2.0837 2.8217 4.6267  0.14
H30 -1.1106 5.0363 4.1821  0.09
H31 -2.5363 4.7399 3.1554  0.08
H32 -0.8976 4.5693 2.4750  0.08
C13 1.3651 -3.1062 7.4502  -0.02
C14 1.0001 -2.8688 6.0117  -0.55
O7 1.1869 -3.7145 5.1410  0.01
N7 0.4445 -1.6677 5.6830  0.01
C15 0.1479 -0.5551 6.5530  -0.09
H33 1.7965 -4.1049 7.5588  0.08
H34 2.1076 -2.3715 7.7728  0.08
H35 0.4711 -3.0454 8.0767  0.08
H36 0.2258 -1.5808 4.6975  0.13
H37 -0.9242 -0.3532 6.4918  0.08
H38 0.6996 0.3155 6.1903  0.08
H39 0.4218 -0.7527 7.5900  0.07

No. 3
This record from OMol25 describes C14H30BaF6NO10S2 as an isolated structure. The level of theory is the ωB97M-V functional and the def2-TZVPD basis.

max |F|: 2.60 eV/Å
orbital gap: 10.214 eV
LUMO energy: -2.7 eV
E_HOMO: -0.4731 Eh
total charge: +1

Last column: Löwdin charge in e.
Cartesian coordinates (Å):
Ba1 -0.3720 0.3317 0.2569  2.17
C1 3.5465 -2.0188 -0.7443  -0.64
F1 4.1441 -3.2031 -0.7553  0.17
F2 4.1664 -1.1914 0.0905  0.15
F3 3.5759 -1.5004 -1.9694  0.14
S1 1.7613 -2.3016 -0.1389  0.66
O1 1.4734 -3.7104 -0.0654  -0.25
O2 1.5866 -1.6120 1.1310  -0.38
N1 0.7861 -1.4420 -1.2384  -0.49
S2 0.5557 -2.3963 -2.5128  0.61
O3 1.7069 -3.2191 -2.8125  -0.27
O4 -0.7660 -2.9997 -2.5258  -0.28
C2 0.4875 -1.1932 -3.9423  -0.65
F4 0.1134 -1.7342 -5.0793  0.19
F5 -0.3578 -0.1822 -3.6572  0.11
F6 1.7183 -0.6909 -4.0863  0.13
C3 2.9231 0.6402 2.4264  -0.10
O5 2.1417 1.1330 1.3526  -0.33
C4 2.7157 2.3202 0.7736  -0.16
C5 1.7144 2.9081 -0.2061  -0.22
O6 1.4093 1.9850 -1.2315  -0.31
C6 2.2192 2.0690 -2.3973  -0.06
H1 3.2778 1.4042 3.1231  0.10
H2 3.7969 0.0571 2.1299  0.09
H3 2.2576 -0.0439 2.9496  0.07
H4 3.6528 2.0592 0.2753  0.14
H5 2.8986 3.0387 1.5774  0.14
H6 2.0114 3.9096 -0.5244  0.14
H7 0.7949 3.0856 0.3645  0.10
H8 1.5949 2.3911 -3.2332  0.10
H9 2.7274 1.1340 -2.6240  0.08
H10 3.0088 2.8247 -2.3322  0.10
C7 -1.7859 2.4146 -2.7864  -0.10
O7 -1.8968 1.3558 -1.8681  -0.33
C8 -3.0682 0.5536 -2.1662  -0.16
C9 -3.1576 -0.7024 -1.2808  -0.18
O8 -2.7868 -0.4107 0.0327  -0.44
C10 -3.7305 0.2662 0.8484  -0.06
H11 -0.8516 2.9518 -2.6397  0.09
H12 -2.6106 3.1329 -2.7387  0.10
H13 -1.7876 2.0793 -3.8285  0.10
H14 -3.1894 0.3119 -3.2227  0.14
H15 -3.9164 1.2008 -1.9108  0.12
H16 -2.4175 -1.4473 -1.5912  0.11
H17 -4.1504 -1.1106 -1.4939  0.15
H18 -3.2666 0.6106 1.7675  0.09
H19 -4.7245 -0.1828 0.9186  0.11
H20 -4.0216 1.1670 0.2815  0.09
C11 -1.6572 -2.8794 1.1690  -0.08
O9 -1.1519 -1.7287 1.8134  -0.37
C12 -1.3177 -1.7982 3.2286  -0.15
C13 -0.6159 -0.6162 3.8677  -0.17
O10 -0.4869 0.5003 2.9992  -0.36
C14 -0.3150 1.7355 3.6808  -0.07
H21 -2.7539 -2.8363 1.1806  0.10
H22 -1.4236 -3.8424 1.6361  0.11
H23 -1.2573 -2.9389 0.1572  0.07
H24 -0.9333 -2.7689 3.5515  0.14
H25 -2.3809 -1.8398 3.4918  0.14
H26 0.3674 -0.8640 4.2802  0.13
H27 -1.1789 -0.3698 4.7772  0.14
H28 -0.1519 2.4920 2.9105  0.09
H29 0.5646 1.7031 4.3265  0.11
H30 -1.2157 2.0086 4.2340  0.10

No. 4
This record from OMol25 describes an isolated molecule of C5H7NO. The level of theory is the ωB97M-V functional and the def2-TZVPD basis.

structure (SMILES): C=NCCC=C=O
max |F|: 0.92 eV/Å
energy above the lowest of the compared OMol25 structures with the same formula, charge and spin: 1.997 eV
orbital gap: 9.697 eV
LUMO energy: 0.9 eV
E_HOMO: -0.3241 Eh
total charge: 0

Last column: Löwdin charge in e.
Cartesian coordinates (Å):
O1 1.8656 1.3373 -1.3418  0.15
C1 0.7399 1.0144 -1.3622  -0.21
C2 1.5888 -0.9938 0.7178  -0.07
N1 0.3681 -1.2702 0.5397  -0.03
C3 -0.5936 -0.2871 1.0000  -0.26
C4 -1.3695 0.2952 -0.1941  -0.19
C5 -0.5181 0.6408 -1.3993  -0.10
H1 2.3560 -1.6593 0.3214  0.08
H2 1.9337 -0.0855 1.2357  0.08
H3 -0.1117 0.5263 1.5715  0.11
H4 -1.3060 -0.7839 1.6693  0.11
H5 -1.9165 1.1813 0.1538  0.11
H6 -2.1205 -0.4294 -0.5225  0.11
H7 -0.9246 0.5228 -2.3983  0.11

Look up the total charge of the third one. +1